# 1
Here is the molecule C5H8F2O2 at a distorted geometry from the OMol25 dataset. Energies are from ωB97M-V/def2-TZVPD.

XYZ file:
```
17
Properties=species:S:1:pos:R:3
C 0.499 1.162 -0.429
C 0.578 -0.430 -0.469
C -1.694 0.680 -0.318
C -0.763 -0.921 -0.184
C 1.748 -0.780 0.468
O -0.762 1.545 -0.824
O -2.208 0.945 0.970
F -1.072 -1.476 0.989
F -1.279 -1.726 -1.134
H 0.729 1.467 0.668
H 1.299 1.551 -1.244
H 1.009 -0.810 -1.381
H -2.583 0.527 -0.903
H 2.124 -1.863 0.260
H 1.495 -0.691 1.464
H 2.586 -0.022 0.280
H -1.707 0.842 1.788
```

Properties
HOMO = -9.74 eV
structure (SMILES) = C[C@@H]1CO[C@H](O)C1(F)F
E = -545.4644 hartree

Here are the Löwdin charges for atoms 1 to 6, given in e:
1. C -0.17
2. C -0.26
3. C -0.24
4. C -0.41
5. C -0.07
6. O -0.05



# 2
Here is a 2-piece molecular cluster, C5H8F2O5 overall at a distorted geometry from the OMol25 dataset. Energies are from ωB97M-V/def2-TZVPD.

XYZ file:
```
20
Properties=species:S:1:pos:R:3
C 1.941 0.661 0.315
C -1.566 0.160 0.846
C -1.346 0.907 -0.473
C -0.303 0.169 -1.178
C 2.242 -0.735 0.315
O 1.362 1.254 1.219
O -2.191 -1.147 0.576
O -1.057 2.308 -0.286
O -0.361 -1.117 -1.358
O 2.750 -1.268 -0.855
F 2.514 1.357 -0.687
F 1.647 -1.629 1.163
H -2.428 0.682 1.415
H -0.746 -0.001 1.574
H -2.302 0.862 -0.947
H 0.494 0.597 -1.804
H -2.416 -1.591 1.445
H -0.191 2.409 0.156
H -1.005 -1.629 -0.632
H 2.962 -2.246 -0.803
```

Properties
HOMO (alpha / beta) = -6.72 / -8.55 eV
E = -771.1056 hartree

Here are the Löwdin charges for atoms 1 to 6, given in e:
1. C -0.48
2. C -0.15
3. C -0.33
4. C -0.16
5. C -0.22
6. O 0.06



# 3
Here is an isolated ion of composition C5H8F3N4 and charge +1 at a distorted geometry from the OMol25 dataset. Energies are from ωB97M-V/def2-TZVPD.

XYZ file:
```
20
Properties=species:S:1:pos:R:3
C 0.974 1.703 1.208
C 1.441 1.039 0.110
C -0.336 1.541 1.604
C -1.008 -0.075 -0.110
C 0.801 -0.018 -1.963
N -1.232 0.696 1.102
N 0.604 0.427 -0.655
N -1.131 -1.443 -0.033
N -0.452 -2.285 0.939
F 0.457 0.956 -2.789
F 2.101 -0.232 -2.206
F 0.143 -1.104 -2.305
H 1.623 2.455 1.570
H 2.480 1.163 -0.180
H -0.719 2.004 2.447
H -1.478 0.295 -1.059
H -1.402 -1.864 -0.909
H -2.146 0.388 1.415
H 0.363 -2.667 0.533
H -1.082 -2.979 1.283
```

Properties
HOMO = -13.64 eV
net charge = +1
structure (SMILES) = NN[C@H]1NC=CC=[N+]1C(F)(F)F
E = -713.6391 hartree

Here are the Löwdin charges for atoms 1 to 6, given in e:
1. C -0.02
2. C -0.03
3. C -0.01
4. C -0.16
5. C -0.69
6. N 0.13



# 4
Here is a 2-piece molecular cluster, C5H8F4N2O3 overall at a distorted geometry from the OMol25 dataset. Energies are from ωB97M-V/def2-TZVPD.

XYZ file:
```
22
Properties=species:S:1:pos:R:3
C 1.903 -0.652 1.698
C -0.259 -1.611 1.059
C 0.917 -0.732 0.563
C -0.359 1.240 -0.772
C 0.501 1.548 -1.967
N 0.427 0.662 0.320
N -3.928 0.506 -1.344
O -4.280 -0.540 -1.173
O -1.474 0.552 -1.091
O -1.283 -1.700 0.082
F -0.709 2.534 -0.228
F 1.691 2.156 -1.718
F -0.268 2.290 -2.817
F 0.918 0.484 -2.601
H 1.835 0.295 2.336
H 3.004 -0.637 1.377
H 1.827 -1.568 2.311
H 0.136 -2.544 1.288
H -0.608 -1.268 1.980
H 1.339 -1.158 -0.314
H 0.156 0.958 1.347
H -1.485 -0.812 -0.336
```

Properties
HOMO (alpha / beta) = -10.01 / -8.32 eV
E = -929.8430 hartree

Here are the Löwdin charges for atoms 1 to 6, given in e:
1. C -0.07
2. C -0.22
3. C -0.33
4. C -0.53
5. C -0.56
6. N 0.15



# 5
Here is a 2-piece molecular cluster, C5H8F4OSi overall at a distorted geometry from the OMol25 dataset. Energies are from ωB97M-V/def2-TZVPD.

XYZ file:
```
19
Properties=species:S:1:pos:R:3
C -2.387 1.979 -0.128
C -1.887 1.465 0.937
C 1.757 -1.601 -0.246
C 0.296 -1.359 -0.336
C -1.458 -0.823 1.126
O -0.207 -1.252 0.958
F -2.245 -1.403 0.175
F -2.556 -2.058 3.567
F -1.243 -0.076 3.825
F -3.684 -0.166 2.450
Si -2.237 -0.753 2.824
H -2.550 2.992 -0.112
H -2.621 1.286 -1.014
H -1.639 1.956 1.881
H 2.172 -1.590 -1.219
H 2.505 -0.818 0.105
H 1.856 -2.542 0.215
H -0.283 -2.184 -0.889
H 0.112 -0.524 -0.934
```

Properties
HOMO = -8.72 eV
E = -959.5566 hartree

Here are the Löwdin charges for atoms 1 to 6, given in e:
1. C -0.08
2. C -0.04
3. C -0.07
4. C -0.27
5. C -0.34
6. O -0.05



# 6
Here is a 2-piece molecular cluster, C5H8FI overall at a distorted geometry from the OMol25 dataset. Energies are from ωB97M-V/def2-TZVPD.

XYZ file:
```
15
Properties=species:S:1:pos:R:3
C -1.297 -1.548 -0.722
C -1.028 -1.318 0.699
C 1.685 2.379 -0.533
C -0.933 -0.232 1.379
C 1.663 1.082 -0.747
F -1.052 0.918 0.800
I 2.468 -0.356 0.620
H -2.283 -1.890 -0.808
H -1.160 -0.585 -1.186
H -0.901 -2.291 1.274
H 1.191 2.986 -1.175
H -0.564 -2.333 -1.119
H 2.186 2.761 0.318
H -0.879 -0.080 2.461
H 0.904 0.507 -1.261
```

Properties
HOMO (alpha / beta) = -5.65 / -9.13 eV
spin multiplicity = 3
E = -592.6265 hartree

Here are the Löwdin charges for atoms 1 to 6, given in e:
1. C -0.09
2. C -0.23
3. C -0.13
4. C -0.30
5. C -0.65
6. F 0.03



# 7
Here is a 2-piece molecular cluster, C5H8FN overall at a distorted geometry from the OMol25 dataset. Energies are from ωB97M-V/def2-TZVPD.

XYZ file:
```
15
Properties=species:S:1:pos:R:3
C 1.319 -2.062 -0.906
C 0.969 -1.812 0.250
C -0.328 1.148 0.120
C 0.638 -1.460 1.599
C -1.635 1.755 -0.287
N 0.491 0.871 -0.903
F -1.818 1.800 -1.618
H 1.311 -2.096 -1.921
H 1.361 0.658 -0.567
H 1.231 -0.655 1.876
H -0.304 -0.884 1.678
H 0.616 -2.257 2.376
H -1.673 2.877 -0.015
H -2.533 1.314 0.252
H 0.356 0.802 -1.932
```

Properties
HOMO = -8.61 eV
E = -349.7595 hartree

Here are the Löwdin charges for atoms 1 to 6, given in e:
1. C 0.09
2. C -0.20
3. C -0.08
4. C -0.14
5. C -0.29
6. N 0.07



# 8
Here is a 2-piece molecular cluster, C5H8FN overall at a distorted geometry from the OMol25 dataset. Energies are from ωB97M-V/def2-TZVPD.

XYZ file:
```
15
Properties=species:S:1:pos:R:3
C -0.508 0.705 2.301
C 0.936 -1.112 -0.848
C -0.504 0.959 -1.116
C -0.334 -0.159 1.151
C 0.428 0.184 -0.128
N -0.574 1.531 3.061
F -0.131 -1.505 1.485
H 1.595 -1.796 -0.168
H 1.683 -0.895 -1.662
H 0.086 -1.821 -1.096
H -1.212 0.283 -1.567
H -1.156 1.880 -0.734
H 0.267 1.346 -1.748
H -1.918 -0.235 0.880
H 1.344 0.637 0.190
```

Properties
HOMO (alpha / beta) = -6.63 / -12.20 eV
spin multiplicity = 3
E = -349.6615 hartree

Here are the Löwdin charges for atoms 1 to 6, given in e:
1. C -0.19
2. C -0.09
3. C -0.08
4. C -0.32
5. C -0.36
6. N 0.19